The following is a DFT calculation (ωB97M-V/def2-TZVPD) of 2 unconnected molecules or ions with the total composition C6H10O.

```
! RIJCOSX wB97M-V def2-TZVPD def2/J DEFGRID3
* xyz 0 1
C -1.01042 1.87417 -0.77025
C -0.02032 2.13301 0.08816
C 1.03516 1.19092 0.48576
C 1.51184 0.23951 -0.32390
O 2.44844 -0.69004 -0.00870
H -1.13836 0.89126 -1.21950
H -1.73156 2.63870 -1.04425
H 0.02840 3.11993 0.54852
H 1.45326 1.29479 1.48818
H 1.18084 0.12615 -1.35244
H 2.69025 -0.58645 0.92248
C -0.62557 -2.47971 0.03044
C -1.52261 -1.57697 0.41475
H 0.44304 -2.27772 0.06488
H -0.92503 -3.45984 -0.33383
H -1.22493 -0.59538 0.77658
H -2.59018 -1.78192 0.37883
*
```

Properties
Relative energy (zero: lowest compared OMol25 entry of this formula, charge and spin) = 43.89 kcal/mol
LUMO level = 0.90 eV
Energy = -309.77243 Eh
HOMO-LUMO gap = 0.345 Ha
Highest occupied orbital energy = -0.3120 Ha
SMILES = C=C/C=C/O.C=C



The following is a DFT calculation (ωB97M-V/def2-TZVPD) of a gas-phase ion, C23H29O (charge +1) in a non-equilibrium geometry.

```
! RIJCOSX wB97M-V def2-TZVPD def2/J DEFGRID3
* xyz 1 1
C 1.16001 1.33194 -2.61116
C 1.97402 0.27469 -2.41615
C 2.14717 -0.74840 -3.51108
C 2.80541 0.10545 -1.15986
C 2.22235 0.65865 0.14140
C 3.22070 0.45913 1.32361
C 2.69082 0.76969 2.65818
C 2.00104 2.04256 2.93883
C 2.79203 -0.22266 3.76282
H 1.02094 2.10590 -1.85410
H 0.64905 1.44619 -3.57021
H 2.78876 -1.57542 -3.18549
H 1.17853 -1.16562 -3.82345
H 2.60769 -0.29528 -4.40056
H 3.02134 -0.96897 -1.03246
H 3.78213 0.60122 -1.32031
H 2.00438 1.72930 0.04100
H 1.28149 0.14507 0.38450
H 3.59139 -0.58193 1.31510
H 4.10772 1.09946 1.12311
H 2.21006 2.80318 2.17724
H 0.90716 1.91375 2.99809
H 2.32844 2.45927 3.90677
H 2.02014 0.06641 4.49898
H 2.49520 -1.19629 3.32858
C 7.29278 5.02867 6.41597
O 7.07533 4.41158 5.12559
C 6.25294 3.33059 5.02697
C 6.33462 2.59795 3.82109
C 5.67699 1.38842 3.71995
C 4.85685 0.89744 4.74497
C 4.13021 -0.43006 4.49657
C 3.90215 -1.35508 5.71851
C 3.06664 -2.48103 5.57034
C 2.74355 -3.29251 6.66383
C 3.27605 -3.00381 7.92782
C 4.15038 -1.92633 8.07362
C 4.49662 -1.13533 6.96518
C 4.65620 1.70517 5.86842
C 5.37701 2.88684 6.04407
H 7.99854 5.82987 6.20254
H 6.35834 5.44618 6.81673
H 7.72559 4.31607 7.13074
H 6.93685 2.99407 3.00816
H 5.80361 0.79648 2.80986
H 4.77630 -1.00753 3.80504
H 2.65426 -2.74509 4.59204
H 2.07220 -4.14175 6.52361
H 3.02092 -3.63132 8.78445
H 4.57706 -1.68337 9.04498
H 5.21827 -0.32591 7.07987
H 3.96599 1.40665 6.66126
H 5.27574 3.46513 6.96574
*
```

Properties
LUMO level = -5.58 eV
Energy = -968.72590 Eh
HOMO-LUMO gap = 0.210 Ha
Highest occupied orbital energy = -0.4147 Ha